This record from OMol25 describes a gas-phase ion, C5H6N5O4P (charge -2). The level of theory is the ωB97M-V functional and the def2-TZVPD basis.

The value obtained for the energy above the lowest of the compared OMol25 structures with the same formula, charge and spin is 392.1 kJ/mol. The value obtained for the lowest unoccupied orbital energy is 0.2009 hartree. As for the total energy: -30210.97682 eV. Its orbital gap is 4.7196 eV. The net charge is -2. As for the spin multiplicity: 1.

Atoms and positions in Å:
1 C -0.394 1.263 -0.035
2 C -0.002 -0.067 0.125
3 C -1.892 1.368 -0.271
4 C -1.936 -1.083 -0.045
5 C 1.773 1.858 0.549
6 N -0.631 -1.212 0.136
7 N 0.382 2.259 0.156
8 N -2.511 0.161 -0.382
9 N 1.988 0.504 0.851
10 N -2.784 -2.247 -0.268
11 O 4.352 -0.357 0.139
12 O 2.315 -1.970 0.385
13 O -2.501 2.462 -0.392
14 O 2.638 -0.232 -1.684
15 P 2.921 -0.468 -0.188
16 H 2.325 2.148 -0.340
17 H 1.898 2.439 1.485
18 H 1.593 -2.130 -0.284
19 H -3.499 0.333 -0.280
20 H -3.609 -1.930 0.200
21 H -2.425 -3.098 0.144

Partial charges, Löwdin, in e:
1. C -0.328
2. C -0.046
3. C -0.420
4. C -0.439
5. C -0.388
6. N 0.109
7. N 0.034
8. N 0.143
9. N -0.086
10. N 0.043
11. O -0.412
12. O -0.282
13. O -0.053
14. O -0.447
15. P 0.161
16. H 0.086
17. H 0.083
18. H 0.019
19. H 0.133
20. H 0.032
21. H 0.058

=====

This record from OMol25 describes C5H6N6S4 in the gas phase. The level of theory is the ωB97M-V functional and the def2-TZVPD basis.

The value obtained for the energy above the lowest of the compared OMol25 structures with the same formula, charge and spin is 0.0 kJ/mol. The value obtained for the lowest unoccupied orbital energy is 0.0050 hartree. As for the SMILES: S=c1[nH]nc(NCNc2n[nH]c(=S)s2)s1. As for the total energy: -57561.89321 eV. Its orbital gap is 8.3495 eV. As for the spin multiplicity: 1.

Atoms and positions in Å:
1 S -1.990 4.223 1.808
2 C -0.995 3.339 0.804
3 N -0.028 3.993 0.145
4 N 0.856 3.225 -0.587
5 C 0.539 1.987 -0.391
6 N 1.387 1.035 -0.956
7 C 1.596 -0.230 -0.269
8 N 0.619 -1.004 -0.985
9 C 0.002 -2.065 -0.351
10 N -1.230 -2.242 -0.716
11 N -1.736 -3.384 -0.122
12 C -0.878 -3.935 0.837
13 S -1.325 -5.098 1.982
14 S 0.656 -3.151 0.844
15 S -0.716 1.623 0.754
16 H -0.106 5.019 0.034
17 H 2.131 1.347 -1.558
18 H 1.373 -0.099 0.812
19 H 2.570 -0.592 -0.367
20 H 0.034 -0.443 -1.612
21 H -2.760 -3.546 -0.107

Partial charges, Löwdin, in e:
1. S 0.535
2. C -1.169
3. N -0.105
4. N 0.058
5. C -0.634
6. N -0.017
7. C -0.234
8. N -0.010
9. C -0.656
10. N 0.034
11. N -0.069
12. C -1.150
13. S 0.500
14. S 1.038
15. S 1.065
16. H 0.155
17. H 0.140
18. H 0.112
19. H 0.108
20. H 0.141
21. H 0.160

=====

This record from OMol25 describes a molecular structure, C5H6NO. The level of theory is the ωB97M-V functional and the def2-TZVPD basis.

The value obtained for the energy above the lowest of the compared OMol25 structures with the same formula, charge and spin is 623.3 kJ/mol. The value obtained for the lowest unoccupied orbital energy is -0.2600 hartree. As for the total energy: -8806.49126 eV. Its orbital gap is 8.7193 eV. The net charge is +1. As for the spin multiplicity: 1.

Atoms and positions in Å:
1 C -2.712 -0.817 -1.007
2 C -1.734 -0.091 -0.537
3 C -0.196 0.796 0.154
4 C 0.887 1.593 0.680
5 C 0.368 -1.680 -0.319
6 N -0.378 -0.473 -0.189
7 O -1.438 1.208 -0.139
8 H 1.501 1.991 -0.138
9 H 1.538 1.007 1.327
10 H 0.480 2.454 1.215
11 H 0.733 -1.794 -1.343
12 H -0.261 -2.539 -0.076
13 H 1.211 -1.655 0.373

Partial charges, Löwdin, in e:
1. C 0.436
2. C -0.312
3. C -0.204
4. C 0.084
5. C 0.033
6. N 0.039
7. O 0.190
8. H 0.133
9. H 0.119
10. H 0.126
11. H 0.120
12. H 0.119
13. H 0.116

=====

This record from OMol25 describes 2 unconnected molecules or ions with the total composition C5H6NO. The level of theory is the ωB97M-V functional and the def2-TZVPD basis.

The value obtained for the energy above the lowest of the compared OMol25 structures with the same formula, charge and spin is 1354.6 kJ/mol. The value obtained for the lowest unoccupied orbital energy (alpha / beta) is -0.3540 / -0.3540 hartree. As for the total energy: -8798.91202 eV. Its orbital gap (alpha / beta) is 5.6629 / 5.7076 eV. The net charge is +1. As for the spin multiplicity: 1.

Atoms and positions in Å:
1 C 0.028 -1.802 -0.304
2 C 1.059 -1.554 0.443
3 C 0.438 0.400 0.635
4 C -0.508 -0.251 -0.338
5 C -1.985 -0.123 -0.059
6 N 1.345 -0.476 1.028
7 O 2.419 1.273 -0.397
8 H 3.589 1.537 -0.384
9 H 0.759 1.416 0.694
10 H -0.203 0.085 -1.382
11 H -2.568 0.578 -0.635
12 H -2.152 0.097 0.990
13 H -2.221 -1.181 -0.292

Partial charges, Löwdin, in e:
1. C 0.227
2. C 0.089
3. C 0.036
4. C -0.248
5. C -0.018
6. N 0.169
7. O -0.109
8. H 0.224
9. H 0.125
10. H 0.202
11. H 0.100
12. H 0.097
13. H 0.104

=====

This record from OMol25 describes a gas-phase ion, C5H6NO (charge +1). The level of theory is the ωB97M-V functional and the def2-TZVPD basis.

The value obtained for the energy above the lowest of the compared OMol25 structures with the same formula, charge and spin is 420.4 kJ/mol. The value obtained for the lowest unoccupied orbital energy is -0.2144 hartree. As for the total energy: -8808.59397 eV. Its orbital gap is 10.0963 eV. The net charge is +1. As for the spin multiplicity: 1.

Atoms and positions in Å:
1 C -1.775 0.957 -0.016
2 C -0.341 1.296 0.374
3 C -2.244 -0.447 -0.251
4 C 0.532 0.358 0.499
5 C 2.234 -1.177 -0.177
6 N -2.663 -1.470 -0.487
7 O 1.307 -0.566 0.691
8 H -1.799 1.534 -0.990
9 H -0.122 2.308 0.643
10 H -2.450 1.364 0.796
11 H 1.786 -2.057 -0.667
12 H 2.925 -1.635 0.478
13 H 2.610 -0.464 -0.894

Partial charges, Löwdin, in e:
1. C -0.108
2. C 0.022
3. C -0.201
4. C 0.062
5. C 0.061
6. N 0.190
7. O 0.131
8. H 0.158
9. H 0.156
10. H 0.159
11. H 0.138
12. H 0.107
13. H 0.125

=====

This record from OMol25 describes a molecular structure, C5H6NO2. The level of theory is the ωB97M-V functional and the def2-TZVPD basis.

The value obtained for the energy above the lowest of the compared OMol25 structures with the same formula, charge and spin is 425.9 kJ/mol. The value obtained for the lowest unoccupied orbital energy (alpha / beta) is 0.1445 / 0.1445 hartree. As for the total energy: -10862.55476 eV. Its orbital gap (alpha / beta) is 5.7181 / 5.7198 eV. The net charge is -1. As for the spin multiplicity: 1.

Atoms and positions in Å:
1 C 1.493 -1.544 0.023
2 C 2.721 -1.009 0.134
3 C 1.293 0.602 0.482
4 C 0.573 -0.492 0.172
5 C -2.000 0.608 0.432
6 N -1.273 -0.750 0.650
7 O -1.812 -1.623 -0.167
8 O 2.649 0.372 0.450
9 H 1.092 -2.516 -0.169
10 H 3.792 -1.486 -0.001
11 H 1.045 1.561 0.809
12 H -3.059 0.397 0.378
13 H -1.793 1.145 1.305
14 H -1.769 0.933 -0.578

Partial charges, Löwdin, in e:
1. C -0.112
2. C -0.160
3. C -0.170
4. C -0.122
5. C -0.141
6. N -0.261
7. O -0.378
8. O -0.079
9. H 0.092
10. H 0.130
11. H 0.080
12. H 0.040
13. H 0.028
14. H 0.054

=====

This record from OMol25 describes 2 unconnected molecules or ions with the total composition C5H6NO2. The level of theory is the ωB97M-V functional and the def2-TZVPD basis.

The value obtained for the energy above the lowest of the compared OMol25 structures with the same formula, charge and spin is 107.1 kJ/mol. The value obtained for the lowest unoccupied orbital energy is -0.1809 hartree. As for the total energy: -10857.63437 eV. Its orbital gap is 11.0985 eV. The net charge is +1. As for the spin multiplicity: 1.

Atoms and positions in Å:
1 C -0.259 -1.004 0.329
2 C 0.752 2.607 -1.324
3 C 1.905 -0.230 0.727
4 C -1.343 -1.369 -0.493
5 C -1.591 -0.524 0.764
6 N 0.815 -0.488 0.305
7 O 1.305 3.564 -1.167
8 O 0.206 1.606 -1.387
9 H 2.409 -0.938 1.351
10 H 2.496 0.599 0.463
11 H -1.403 -1.020 -1.560
12 H -1.605 -2.413 -0.333
13 H -2.034 -0.983 1.630
14 H -1.655 0.595 0.695

Partial charges, Löwdin, in e:
1. C -0.212
2. C -0.446
3. C 0.161
4. C 0.005
5. C 0.042
6. N 0.154
7. O 0.286
8. O 0.199
9. H 0.131
10. H 0.112
11. H 0.160
12. H 0.139
13. H 0.124
14. H 0.146

=====

This record from OMol25 describes C5H6NO2PS in the gas phase. The level of theory is the ωB97M-V functional and the def2-TZVPD basis.

The value obtained for the energy above the lowest of the compared OMol25 structures with the same formula, charge and spin is 534.1 kJ/mol. The value obtained for the lowest unoccupied orbital energy (alpha / beta) is -0.0877 / -0.0291 hartree. As for the total energy: -30985.92202 eV. Its orbital gap (alpha / beta) is 5.0307 / 8.5303 eV. As for the spin multiplicity: 1.

Atoms and positions in Å:
1 C -0.273 -1.951 1.516
2 C -0.626 -1.624 0.240
3 C 0.109 0.778 -0.188
4 C 1.434 0.795 0.187
5 C -1.661 -0.324 -1.492
6 N -0.662 -0.501 -0.473
7 O -1.153 -2.719 -0.086
8 O -0.543 1.766 -0.495
9 P 2.058 2.463 0.277
10 S -0.199 -2.503 2.921
11 H 2.173 0.020 0.460
12 H -1.177 0.429 -2.218
13 H -1.859 -1.325 -1.754
14 H -2.632 -0.108 -1.156
15 H 3.454 2.067 0.742
16 H 1.556 2.738 1.517

Partial charges, Löwdin, in e:
1. C -0.571
2. C -0.559
3. C -0.512
4. C -0.297
5. C -0.018
6. N -0.010
7. O 0.046
8. O 0.024
9. P 0.844
10. S 0.834
11. H 0.082
12. H 0.140
13. H 0.070
14. H 0.083
15. H -0.053
16. H -0.102

=====

This record from OMol25 describes a gas-phase ion, C5H6NO3S (charge -1). The level of theory is the ωB97M-V functional and the def2-TZVPD basis.

The value obtained for the energy above the lowest of the compared OMol25 structures with the same formula, charge and spin is 260.8 kJ/mol. The value obtained for the lowest unoccupied orbital energy is 0.1377 hartree. As for the SMILES: N=[S@@](=O)([O-])[C@H]1C=CC=CO1. As for the total energy: -23748.51680 eV. Its orbital gap is 7.5787 eV. The net charge is -1. As for the spin multiplicity: 1.

Atoms and positions in Å:
1 N -0.129 2.709 -1.141
2 S -0.737 1.681 -0.136
3 O -0.941 2.170 1.336
4 O -1.857 0.917 -0.695
5 C 0.726 0.557 0.396
6 C 0.064 -0.342 1.366
7 C -0.309 -1.567 1.041
8 C 0.137 -2.030 -0.330
9 C 0.948 -1.207 -1.071
10 O 1.390 -0.038 -0.712
11 H -0.427 2.325 -2.035
12 H 1.442 1.338 0.754
13 H -0.427 0.029 2.284
14 H -0.680 -2.244 1.803
15 H -0.234 -2.965 -0.684
16 H 1.031 -1.334 -2.176

Partial charges, Löwdin, in e:
1. N -0.269
2. S 0.522
3. O -0.466
4. O -0.399
5. C -0.330
6. C -0.134
7. C -0.099
8. C -0.066
9. C -0.204
10. O -0.054
11. H -0.036
12. H 0.138
13. H 0.114
14. H 0.089
15. H 0.067
16. H 0.128

=====

This record from OMol25 describes a molecular structure, C5H6NO4P. The level of theory is the ωB97M-V functional and the def2-TZVPD basis.

The value obtained for the energy above the lowest of the compared OMol25 structures with the same formula, charge and spin is 9.3 kJ/mol. The value obtained for the lowest unoccupied orbital energy is 0.2253 hartree. As for the total energy: -24251.19859 eV. Its orbital gap is 5.7452 eV. The net charge is -2. As for the spin multiplicity: 1.

Atoms and positions in Å:
1 C -0.924 1.990 0.524
2 C 0.382 2.494 0.469
3 C -0.800 0.570 0.582
4 C 0.586 0.358 0.490
5 C 1.312 -0.982 0.304
6 N -1.884 -0.313 0.587
7 O 0.517 -0.975 -2.358
8 O 1.275 -3.209 -1.473
9 O -0.944 -2.304 -0.637
10 O 1.275 1.495 0.465
11 P 0.516 -1.952 -1.205
12 H -1.775 2.801 0.522
13 H 0.748 3.485 0.571
14 H 2.330 -0.911 -0.022
15 H 1.512 -1.388 1.286
16 H -2.705 0.076 -0.055
17 H -1.420 -1.235 -0.051

Partial charges, Löwdin, in e:
1. C -0.065
2. C -0.207
3. C -0.372
4. C -0.293
5. C -0.152
6. N -0.030
7. O -0.446
8. O -0.468
9. O -0.430
10. O 0.000
11. P 0.133
12. H 0.110
13. H 0.066
14. H 0.040
15. H 0.051
16. H 0.082
17. H -0.018

=====

This record from OMol25 describes 2 unconnected molecules or ions with the total composition C5H6NO4S2. The level of theory is the ωB97M-V functional and the def2-TZVPD basis.

The value obtained for the energy above the lowest of the compared OMol25 structures with the same formula, charge and spin is 149.5 kJ/mol. The value obtained for the lowest unoccupied orbital energy (alpha / beta) is 0.1107 / 0.1107 hartree. As for the total energy: -36632.47979 eV. Its orbital gap (alpha / beta) is 7.4217 / 7.4208 eV. The net charge is -1. As for the spin multiplicity: 1.

Atoms and positions in Å:
1 C -0.733 0.427 -1.435
2 C -2.779 0.381 -0.340
3 C -0.073 0.970 -0.219
4 C 2.033 0.136 0.969
5 C 1.410 0.812 -0.314
6 N -2.067 0.225 -1.290
7 O -0.124 0.221 -2.435
8 O -3.668 0.261 0.401
9 O 0.080 -2.624 -0.461
10 O -0.453 -1.503 1.702
11 S -0.913 1.732 0.989
12 S -0.511 -1.446 0.229
13 H 2.967 0.607 1.048
14 H 1.990 -0.973 0.822
15 H 1.397 0.380 1.866
16 H 1.577 0.225 -1.151
17 H 1.797 1.773 -0.355
18 H -1.930 -1.604 -0.024

Partial charges, Löwdin, in e:
1. C -0.658
2. C -0.492
3. C -0.729
4. C -0.095
5. C -0.251
6. N 0.139
7. O 0.085
8. O 0.133
9. O -0.476
10. O -0.482
11. S 0.750
12. S 0.693
13. H 0.037
14. H 0.068
15. H 0.062
16. H 0.077
17. H 0.087
18. H 0.051

=====

This record from OMol25 describes C5H6NOP in the gas phase. The level of theory is the ωB97M-V functional and the def2-TZVPD basis.

The value obtained for the energy above the lowest of the compared OMol25 structures with the same formula, charge and spin is 173.0 kJ/mol. The value obtained for the lowest unoccupied orbital energy is -0.0015 hartree. As for the SMILES: O=C=C/C=C\C=N\P. As for the total energy: -18105.64957 eV. Its orbital gap is 8.1050 eV. As for the spin multiplicity: 1.

Atoms and positions in Å:
1 O -0.921 -2.820 0.119
2 C -1.400 -1.790 -0.053
3 C -2.081 -0.672 -0.074
4 C -1.713 0.725 0.069
5 C -0.521 1.329 0.410
6 C 0.843 0.853 0.328
7 N 1.212 -0.348 0.141
8 P 2.816 -0.838 0.055
9 H -3.048 -0.926 -0.630
10 H -2.628 1.277 -0.016
11 H -0.465 2.330 0.461
12 H 1.544 1.659 0.437
13 H 3.562 0.429 0.106
14 H 2.799 -1.206 -1.353

Partial charges, Löwdin, in e:
1. O 0.205
2. C -0.200
3. C -0.099
4. C -0.075
5. C -0.081
6. C -0.290
7. N -0.323
8. P 0.715
9. H 0.146
10. H 0.094
11. H 0.044
12. H 0.082
13. H -0.111
14. H -0.106

=====

Q: Which formula does entry 5 have?
A: C5H6NO

=====

Q: total energy of number 6 (C5H6NO2)?
A: -10862.55476 eV